Record 1
Entry from the Open Molecules 2025 dataset: 6 unconnected molecules or ions with the total composition C27H29Cl2N5 (the ωB97M-V functional and the def2-TZVPD basis).

```
63
Properties=species:S:1:pos:R:3:forces:R:3
Cl 2.1909 1.3913 0.5144 0.3 0.2 0.2
C 0.9226 0.8050 -0.5625 -0.6 -0.5 0.0
C -0.4590 1.0307 0.0326 0.2 0.3 0.1
Cl -1.6340 0.4669 -1.1835 -0.2 0.0 0.1
H 1.0673 -0.2674 -0.6849 0.1 0.0 -0.1
H 1.0078 1.2829 -1.5336 0.1 0.1 0.0
H -0.6579 2.0751 0.2695 0.1 0.1 -0.3
H -0.6131 0.4822 0.9589 0.0 -0.2 -0.1
N -5.8696 0.3643 2.5806 -0.3 -0.2 0.0
C -5.4056 -0.4001 3.5691 0.2 0.5 -0.2
C -4.0484 -0.6022 3.7874 -0.2 0.1 0.3
C -3.1434 0.0280 2.9498 0.2 -0.3 -0.7
C -3.6204 0.7753 1.8826 -0.4 0.3 0.3
C -4.9987 0.9233 1.7523 0.2 -0.2 0.0
H -6.1616 -0.8080 4.2269 0.1 -0.2 0.1
H -3.7277 -1.1888 4.6377 0.1 -0.1 -0.1
H -2.0739 -0.1242 3.0384 0.0 0.0 0.3
H -2.9685 1.3087 1.2071 0.1 -0.1 -0.1
H -5.4297 1.4875 0.9334 0.1 0.1 0.0
N 1.1115 5.6555 2.1567 0.3 0.0 -0.3
C 1.7292 6.6018 2.8494 0.3 0.0 0.0
C 3.0946 6.8799 2.7182 -0.7 0.1 0.4
C 3.8115 6.2362 1.7396 0.1 0.0 -0.6
C 3.1701 5.2774 0.9479 0.2 0.2 0.8
C 1.8540 4.9996 1.2519 -0.5 -0.4 0.1
H 1.1137 7.1670 3.5395 0.1 -0.1 0.1
H 3.5547 7.5690 3.4138 0.1 0.2 -0.2
H 4.8422 6.5211 1.5663 0.1 -0.2 0.0
H 3.7004 4.6789 0.2221 0.0 0.1 -0.1
H 1.3638 4.1553 0.7816 -0.1 0.1 -0.2
N 0.7504 -1.5638 3.7067 -0.2 0.3 -0.1
C 0.6058 -2.7388 4.3164 0.3 0.1 -0.2
C 0.5926 -3.9459 3.6315 -0.1 -0.4 0.2
C 0.7707 -3.9729 2.2567 0.0 0.5 0.5
C 0.8996 -2.7430 1.6279 0.2 -0.2 -0.3
C 0.8640 -1.5799 2.3819 -0.1 -0.5 -0.2
H 0.5546 -2.6930 5.3975 -0.2 -0.1 0.0
H 0.4442 -4.8783 4.1637 0.1 0.1 0.1
H 0.8205 -4.9217 1.7439 0.0 0.1 -0.2
H 1.0669 -2.6651 0.5607 -0.1 -0.1 0.0
H 0.9321 -0.6483 1.8383 0.2 0.3 0.4
N 0.2279 -0.3928 -4.3904 -0.2 0.0 0.4
C -0.2240 0.8500 -4.5423 0.2 0.4 -0.5
C -0.0365 1.5733 -5.7118 -0.1 -0.2 -0.4
C 0.6120 0.9536 -6.7687 0.5 0.1 0.0
C 1.0754 -0.3453 -6.6332 -0.4 0.5 0.2
C 0.8517 -0.9702 -5.4087 0.1 -0.2 -0.6
H -0.7458 1.3332 -3.7250 0.0 -0.3 0.2
H -0.4251 2.5735 -5.8488 0.0 0.0 0.3
H 0.8472 1.4910 -7.6805 -0.3 0.0 0.0
H 1.5531 -0.7947 -7.4917 0.1 -0.4 0.3
H 1.1625 -1.9998 -5.2673 0.1 0.0 0.1
N 1.4592 -5.2904 -1.4350 0.0 -0.4 0.1
C 0.2303 -5.6005 -1.0244 -0.2 0.6 -0.5
C -0.8237 -4.6990 -1.1478 0.0 0.0 0.4
C -0.5876 -3.4721 -1.7371 -0.2 0.4 -0.4
C 0.6811 -3.1449 -2.1913 0.2 -0.4 0.3
C 1.6740 -4.0979 -1.9877 0.1 0.0 0.1
H 0.0584 -6.6039 -0.6571 0.1 0.0 0.2
H -1.8039 -4.8885 -0.7288 0.0 -0.3 -0.2
H -1.4034 -2.7756 -1.8922 0.0 0.0 0.2
H 0.8842 -2.1872 -2.6527 0.0 0.0 -0.1
H 2.7089 -3.9335 -2.2663 0.0 0.2 -0.1
```
Forces are in eV/Å.

Computed properties:
ΔE to the lowest compared entry with this formula, charge and spin: 0.0 kcal/mol
E: -2240.37951 a.u.
orbital gap: 10.102 eV

Table of Löwdin atomic charges, one value per atom, all in e:
1 Cl 0.617
2 C -0.678
3 C -0.643
4 Cl 0.607
5 H 0.050
6 H 0.061
7 H 0.073
8 H 0.040
9 N 0.046
10 C -0.153
11 C -0.071
12 C -0.073
13 C -0.077
14 C -0.153
15 H 0.100
16 H 0.100
17 H 0.093
18 H 0.061
19 H 0.103
20 N 0.056
21 C -0.156
22 C -0.080
23 C -0.084
24 C -0.070
25 C -0.174
26 H 0.102
27 H 0.100
28 H 0.104
29 H 0.097
30 H 0.062
31 N 0.061
32 C -0.153
33 C -0.074
34 C -0.062
35 C -0.054
36 C -0.161
37 H 0.102
38 H 0.101
39 H 0.096
40 H 0.083
41 H 0.045
42 N 0.054
43 C -0.163
44 C -0.067
45 C -0.084
46 C -0.063
47 C -0.152
48 H 0.063
49 H 0.103
50 H 0.106
51 H 0.102
52 H 0.100
53 N 0.052
54 C -0.165
55 C -0.075
56 C -0.088
57 C -0.084
58 C -0.158
59 H 0.102
60 H 0.104
61 H 0.096
62 H 0.071
63 H 0.102

***

Record 2
Entry from the Open Molecules 2025 dataset: a single C4H13N3 molecule in a non-equilibrium geometry (the ωB97M-V functional and the def2-TZVPD basis).

```
20
Properties=species:S:1:pos:R:3:forces:R:3
C 0.1274 -0.5690 0.0516 2.9 0.2 2.0
N 0.0952 0.5611 -0.8464 0.5 1.6 -2.4
C 0.4382 0.3215 -2.2993 -1.7 0.4 0.9
N -0.7666 -0.1656 -3.0027 0.9 0.5 -1.4
C 0.5322 -0.0752 1.5483 -2.0 -0.7 -0.4
C -0.5751 0.9855 1.8535 1.7 -0.2 0.5
N 0.4868 -1.1511 2.6240 0.7 1.0 0.2
H 0.8423 -1.3952 -0.2343 -0.6 1.2 -0.2
H -0.7835 -1.0095 0.2331 -2.5 -1.3 0.0
H -0.7585 1.2020 -0.9234 1.5 -1.7 1.0
H 1.0741 -0.5048 -2.4498 1.4 -0.8 0.7
H 0.9735 1.2054 -2.7813 -1.3 -0.9 0.6
H -1.4200 -0.6408 -2.4413 -0.2 -1.1 1.3
H -1.3545 0.5025 -3.4269 -0.2 1.4 -0.8
H 1.5432 0.3290 1.4992 -0.2 0.2 0.2
H -0.4476 1.2222 2.9063 -0.5 0.2 0.2
H -0.3038 1.8616 1.3043 -0.2 0.8 -0.4
H -1.5991 0.6798 1.6023 0.3 -0.2 0.2
H -0.4970 -1.3596 2.8111 0.4 0.0 0.0
H 0.8864 -0.7799 3.5525 -0.8 -0.6 -2.1
```
Forces are in eV/Å.

Computed properties:
ΔE to the lowest compared entry with this formula, charge and spin: 42.7 kcal/mol
E: -324.40693 a.u.
orbital gap: 9.292 eV

Table of Löwdin atomic charges, one value per atom, all in e:
1 C -0.220
2 N -0.090
3 C -0.259
4 N -0.002
5 C -0.378
6 C -0.100
7 N -0.013
8 H 0.135
9 H 0.063
10 H 0.137
11 H 0.073
12 H 0.127
13 H 0.038
14 H 0.033
15 H 0.121
16 H 0.063
17 H 0.047
18 H 0.080
19 H 0.051
20 H 0.093

***

Record 3
Entry from the Open Molecules 2025 dataset: a molecular structure, C21H39F3NO6PRuSi4 in a non-equilibrium geometry (the ωB97M-V functional and the def2-TZVPD basis).

```
76
Properties=species:S:1:pos:R:3:forces:R:3
Ru 0.2160 -0.4952 0.6635 1.9 -0.5 -1.8
O 3.2143 1.8494 -1.9429 0.4 -0.1 -0.2
C 2.5501 1.0969 -1.2467 0.5 -0.1 0.2
O 1.2794 1.0218 -1.2184 -0.7 0.0 0.2
C 3.2564 0.1708 -0.2628 0.1 0.4 -0.2
C 4.5988 -0.1524 -0.4047 -0.2 0.1 0.1
C 5.1752 -1.0185 0.5107 -0.1 0.0 -0.1
C 4.3982 -1.5413 1.5294 -0.2 0.2 0.0
C 3.0655 -1.1605 1.6055 0.1 -0.2 0.5
N 2.5279 -0.3220 0.7309 -1.0 0.5 0.3
C 2.1412 -1.7139 2.6932 1.2 0.0 0.3
O 2.6563 -2.1325 3.7234 0.1 -0.1 -0.1
O 0.9045 -1.6927 2.4375 -1.2 0.5 -0.9
H 5.1501 0.2576 -1.2352 0.0 0.1 -0.1
H 6.2157 -1.2948 0.4225 0.1 0.0 -0.1
H 4.7872 -2.2374 2.2573 -0.1 0.0 0.1
C 0.9539 3.8986 -1.5507 -0.3 -0.7 0.1
Si -0.3656 2.5989 -2.0315 -0.3 0.2 -1.1
C -2.0072 3.6450 -2.0482 0.6 -0.4 0.1
C -0.1433 2.0939 -3.8659 0.1 0.1 0.7
Si -1.2722 0.6361 -0.8328 1.2 1.4 2.2
Si -3.5287 0.8665 -0.0244 -1.5 -0.7 0.2
C -4.5347 2.4365 0.4905 0.9 -0.1 -0.3
C -3.6454 -0.3094 1.5024 0.4 0.3 -0.5
C -4.6195 0.1697 -1.4596 0.5 0.1 0.4
Si 0.0612 1.2774 2.3008 -0.4 0.7 1.2
C -0.9841 2.8813 1.9537 0.4 -0.9 -0.2
C -0.6102 0.6416 4.0105 0.2 0.0 -0.9
C 1.7934 2.0251 2.7734 -0.5 -0.6 -0.6
H 0.7528 4.8701 -2.0017 -0.3 0.0 -0.1
H 1.9275 3.5555 -1.8911 0.0 -0.1 0.0
H 1.0161 4.0319 -0.4730 0.0 0.1 0.2
H -1.8990 4.4674 -2.7477 0.1 0.2 -0.2
H -2.2266 4.0731 -1.0763 -0.1 0.1 0.3
H -2.8657 3.0598 -2.3571 -0.2 -0.2 -0.1
H 0.0529 2.9727 -4.4761 0.0 0.2 0.0
H -1.0307 1.6078 -4.2609 -0.2 -0.1 0.0
H 0.6988 1.4221 -3.9793 0.2 -0.2 0.0
H -4.2098 2.8501 1.4395 0.1 0.0 0.2
H -5.5944 2.2143 0.5823 -0.1 -0.4 -0.1
H -4.4345 3.2206 -0.2510 0.0 0.2 -0.2
H -4.0071 0.2096 2.3847 0.0 0.2 0.1
H -2.6481 -0.6993 1.7334 -0.1 0.0 0.1
H -4.3009 -1.1597 1.3381 -0.1 -0.1 -0.2
H -4.7920 0.9313 -2.2124 0.0 0.3 -0.2
H -5.5866 -0.1740 -1.1088 -0.2 -0.1 0.2
H -4.1336 -0.6609 -1.9594 0.1 -0.3 -0.2
H -2.0437 2.6641 1.8918 -0.3 -0.1 0.0
H -0.6920 3.3612 1.0255 0.1 0.1 -0.3
H -0.8344 3.5951 2.7580 0.1 0.1 0.2
H -1.6911 0.6996 4.0698 -0.3 0.0 -0.1
H -0.2026 1.2344 4.8249 0.1 0.2 0.0
H -0.3230 -0.3922 4.1746 0.1 -0.2 0.0
H 2.2857 2.4699 1.9124 0.1 0.1 -0.2
H 2.4578 1.2655 3.1765 0.1 -0.2 0.1
H 1.6757 2.7997 3.5282 -0.2 0.1 0.1
C -2.3778 -3.0579 -0.1279 0.3 0.1 0.1
P -0.5742 -2.6228 -0.2843 -1.7 -0.8 0.0
C 0.0816 -4.2136 0.3671 0.2 0.5 0.3
C -0.5442 -2.7268 -2.1213 0.3 0.4 0.2
H -2.5745 -3.9947 -0.6506 0.0 -0.1 0.0
H -2.9843 -2.2713 -0.5719 -0.1 0.1 0.0
H -2.6620 -3.1732 0.9155 0.0 0.0 0.1
H 0.0777 -4.9676 -0.4204 -0.1 0.1 0.0
H -0.5440 -4.5321 1.2011 -0.1 0.0 -0.1
H 1.0947 -4.0828 0.7345 0.0 0.0 -0.1
H -0.3759 -3.7559 -2.4319 0.0 -0.1 0.0
H 0.2469 -2.1009 -2.5172 0.1 0.0 -0.1
H -1.4966 -2.3657 -2.5075 -0.1 -0.1 0.0
F 4.6443 -4.1179 -1.6878 -0.1 0.1 0.0
C 3.4180 -3.9685 -1.1583 0.2 0.2 -0.1
F 3.5502 -4.1794 0.1672 -0.1 0.1 0.0
F 2.6817 -5.0098 -1.6211 -0.2 0.1 -0.1
C 2.7395 -2.5646 -1.5322 0.8 -1.3 -0.1
O 3.2133 -1.9996 -2.4955 0.1 0.3 -0.6
O 1.7967 -2.2779 -0.7803 -0.7 0.0 0.6
```
Forces are in eV/Å.

Computed properties:
expectation value of S²: 0.81
net charge: -1
E: -3223.76137 a.u.
orbital gap (alpha / beta): 6.120 / 6.260 eV
multiplicity: 2

Table of Löwdin atomic charges, one value per atom, all in e:
1 Ru 0.702
2 O 0.040
3 C -0.592
4 O -0.269
5 C -0.172
6 C 0.012
7 C -0.031
8 C 0.005
9 C -0.191
10 N 0.075
11 C -0.640
12 O 0.033
13 O -0.166
14 H 0.123
15 H 0.109
16 H 0.121
17 C -0.174
18 Si 0.432
19 C -0.257
20 C -0.207
21 Si 0.657
22 Si 0.403
23 C -0.214
24 C -0.238
25 C -0.246
26 Si 0.517
27 C -0.217
28 C -0.210
29 C -0.210
30 H 0.029
31 H 0.006
32 H 0.017
33 H 0.017
34 H 0.007
35 H -0.002
36 H 0.023
37 H 0.013
38 H 0.022
39 H 0.007
40 H 0.025
41 H 0.004
42 H 0.018
43 H -0.016
44 H 0.015
45 H 0.014
46 H 0.020
47 H -0.005
48 H -0.021
49 H -0.010
50 H 0.025
51 H 0.001
52 H 0.017
53 H 0.005
54 H 0.012
55 H 0.015
56 H 0.019
57 C -0.284
58 P 0.792
59 C -0.225
60 C -0.240
61 H 0.045
62 H 0.002
63 H 0.037
64 H 0.050
65 H 0.046
66 H 0.024
67 H 0.054
68 H 0.034
69 H 0.035
70 F 0.122
71 C -0.511
72 F 0.118
73 F 0.108
74 C -0.605
75 O 0.078
76 O -0.149

***

Record 4
Entry from the Open Molecules 2025 dataset: a molecular structure, C4H7NOS in a non-equilibrium geometry (the ωB97M-V functional and the def2-TZVPD basis).

```
14
Properties=species:S:1:pos:R:3:forces:R:3
C -2.0938 0.7465 -0.0617 0.5 -1.6 -1.4
C -1.2860 -0.9910 -0.3490 -4.0 2.8 2.2
C 1.6188 0.1341 0.7712 2.2 -2.7 -1.5
C 0.8753 0.2741 -0.5958 -0.4 2.0 1.1
N -0.0393 -0.8280 -0.6341 3.5 -3.7 -1.4
O -1.9676 -1.9596 -0.1280 0.8 0.6 -0.7
S -2.3619 1.5357 1.3061 0.3 -0.6 -0.1
H -2.4911 1.2196 -1.0018 0.5 -0.7 0.6
H 0.8999 0.0374 1.5244 -1.3 0.1 1.1
H 2.2697 -0.8656 0.9085 -1.4 2.0 -0.8
H 2.2805 0.9251 1.0156 0.6 0.9 0.0
H 0.3051 1.2726 -0.4823 0.7 -1.6 -0.6
H 1.4388 0.2606 -1.5668 -0.1 0.2 1.3
H 0.5515 -1.7614 -0.7066 -2.0 2.2 0.2
```
Forces are in eV/Å.

Computed properties:
ΔE to the lowest compared entry with this formula, charge and spin: 64.7 kcal/mol
E: -684.70404 a.u.
orbital gap: 8.071 eV

Table of Löwdin atomic charges, one value per atom, all in e:
1 C -0.590
2 C -0.460
3 C -0.081
4 C -0.237
5 N -0.011
6 O 0.057
7 S 0.625
8 H 0.023
9 H 0.040
10 H 0.121
11 H 0.048
12 H 0.122
13 H 0.127
14 H 0.214